DFT (the ωB97M-V functional and the def2-TZVPD basis) results for a structure of composition C13H34FNO5Zr at a distorted geometry.

The geometry in XYZ format:
```
55
Properties=species:S:1:pos:R:3:forces:R:3:lowdin_charge:R:1
Zr 10.474 -7.768 -13.357 -6.5 1.3 5.4 2.08
C 12.880 -6.422 -9.891 -0.9 -0.1 -0.7 -0.03
C 11.500 -6.472 -9.207 1.2 0.9 0.7 -0.47
C 11.507 -5.237 -8.282 0.0 1.0 0.6 -0.14
C 10.170 -4.846 -7.666 0.1 -1.0 0.4 -0.16
C 9.208 -4.655 -8.817 -0.2 0.8 0.1 -0.15
C 9.049 -5.858 -9.741 -0.6 0.4 0.6 -0.45
N 10.444 -6.197 -10.211 -0.8 -1.2 0.2 -0.04
O 10.490 -7.020 -11.256 0.9 -0.7 -4.5 -0.26
C 8.156 -5.437 -10.911 0.4 0.3 0.2 -0.02
C 8.301 -6.953 -8.917 1.7 0.1 -0.3 0.01
C 11.322 -7.782 -8.406 -0.5 0.3 0.0 0.01
H 13.044 -7.351 -10.439 0.3 0.0 0.0 0.07
H 13.667 -6.238 -9.166 0.0 -0.3 0.1 0.10
H 12.890 -5.579 -10.585 0.1 0.0 -0.1 0.09
H 11.825 -4.345 -8.833 0.2 -0.3 -0.3 0.13
H 12.275 -5.359 -7.516 0.0 -0.3 0.0 0.14
H 10.236 -3.976 -7.013 0.2 0.3 -0.4 0.13
H 9.868 -5.616 -6.946 -0.3 -0.1 -0.3 0.11
H 9.571 -3.821 -9.428 0.0 0.1 0.1 0.13
H 8.214 -4.373 -8.465 0.0 0.0 -0.1 0.14
H 8.416 -4.415 -11.202 0.1 -0.1 -0.3 0.09
H 7.132 -5.373 -10.550 -0.1 -0.2 -0.1 0.11
H 8.224 -6.101 -11.769 -0.3 0.0 0.1 0.04
H 7.392 -6.524 -8.510 -0.3 -0.2 -0.5 0.11
H 8.896 -7.245 -8.055 -0.1 0.0 0.0 0.07
H 8.211 -7.816 -9.565 -0.7 -0.1 0.2 0.05
H 11.072 -7.526 -7.376 -0.2 -0.2 0.0 0.09
H 12.199 -8.421 -8.326 0.2 0.2 -0.4 0.09
H 10.495 -8.336 -8.845 0.2 -0.3 0.2 0.06
F 8.416 -7.721 -13.674 3.3 -0.1 0.2 -0.41
C 4.892 -8.650 -12.683 0.0 0.7 -0.9 -0.13
O 5.813 -7.560 -12.417 0.6 -1.4 0.1 -0.15
H 5.292 -9.633 -12.971 0.8 0.2 0.5 0.07
H 4.269 -8.786 -11.807 -0.3 0.2 -0.2 0.08
H 4.386 -8.350 -13.606 -0.8 -0.1 0.5 0.08
H 6.609 -7.784 -12.919 -0.1 0.4 0.1 0.01
C 8.596 -9.819 -11.141 -1.1 -1.1 0.7 -0.06
O 9.650 -9.643 -12.113 0.5 -0.1 -0.6 -0.25
H 7.992 -10.695 -11.402 0.3 0.0 -0.4 0.11
H 9.012 -10.080 -10.169 0.2 0.5 0.0 0.10
H 7.852 -9.029 -11.092 0.6 0.6 -0.3 0.08
H 9.955 -10.550 -12.263 0.2 0.2 -0.3 0.12
C 8.999 -10.516 -15.149 -0.1 0.4 -0.4 -0.02
O 10.115 -9.603 -14.841 1.3 1.1 -0.2 -0.27
H 8.266 -10.406 -14.359 0.2 -0.2 0.1 0.08
H 8.544 -10.195 -16.084 0.0 0.0 0.0 0.11
H 9.438 -11.502 -15.275 -0.3 -0.1 0.3 0.11
H 10.697 -9.613 -15.618 -0.1 -0.2 0.1 0.12
C 8.812 -4.893 -14.553 -0.1 0.3 -0.8 -0.06
O 9.737 -5.454 -13.569 0.5 -0.8 -0.8 -0.27
H 8.760 -5.470 -15.475 0.3 -0.4 0.3 0.09
H 7.793 -4.816 -14.181 0.2 0.0 0.5 0.10
H 9.226 -3.924 -14.832 -0.3 0.1 0.1 0.11
H 10.118 -4.666 -13.161 0.3 -0.4 0.5 0.11
```
Positions in Å, forces in eV/Å.

Net charge: +2
Gap between HOMO and LUMO: 5.086 eV